1.
A cluster of 3 separate species, C13H24NO7 in total in a non-equilibrium geometry. Source: the Open Molecules 2025 dataset; level of theory: wB97M-V/def2-TZVPD.

Cartesian coordinates (Å):
C (0.96161, 2.86119, 3.26857)
O (0.23476, 3.80027, 4.03199)
C (0.02553, 4.98089, 3.30133)
C (-1.16503, 4.87121, 2.29322)
C (-2.51499, 5.03416, 3.03940)
C (-3.40624, 3.75003, 3.00751)
N (-2.63707, 2.52567, 2.76670)
H (1.15029, 1.96138, 3.87158)
H (1.90938, 3.31044, 2.90752)
H (0.33035, 2.59384, 2.41919)
H (0.92819, 5.34785, 2.77126)
H (-0.22578, 5.74811, 4.05411)
H (-1.05633, 5.74067, 1.61135)
H (-1.12123, 3.96197, 1.68359)
H (-2.39963, 5.35931, 4.08741)
H (-3.08560, 5.84072, 2.53347)
H (-3.92522, 3.68762, 4.00538)
H (-4.21913, 3.83331, 2.23484)
H (-3.35071, 1.79301, 2.72344)
C (-0.20986, -1.70525, -1.38787)
C (0.58334, -0.85493, -0.42094)
C (-0.23950, -0.15821, 0.62810)
O (0.57410, 0.97676, 0.93846)
C (1.29499, 1.26246, -0.17276)
O (1.93501, 2.24947, -0.32735)
O (1.19182, 0.25974, -1.08748)
H (-0.54456, -2.62748, -0.91120)
H (-1.08698, -1.16821, -1.75425)
H (0.38829, -1.95462, -2.25370)
H (1.38567, -1.45024, 0.03084)
H (-0.40700, -0.76704, 1.51449)
H (-1.20159, 0.20215, 0.25535)
C (2.32341, -6.93226, -4.31274)
C (1.93036, -5.47291, -4.29828)
C (1.56879, -4.93446, -2.94049)
O (0.68333, -3.86014, -3.27124)
C (0.09584, -4.18459, -4.45445)
O (-0.82489, -3.60928, -4.92488)
O (0.71106, -5.25627, -5.02054)
H (3.32031, -7.06924, -3.89288)
H (1.61902, -7.53445, -3.73559)
H (2.31346, -7.32157, -5.33110)
H (2.71026, -4.86896, -4.77313)
H (2.43027, -4.56848, -2.38404)
H (1.02193, -5.65361, -2.32419)

Forces on the atoms, in the same order (eV/Å):
-0.57 0.13 -0.31
0.95 0.22 0.42
-0.99 0.30 -0.49
0.46 1.31 0.79
-0.72 -0.48 -0.80
0.09 -1.20 0.12
-0.04 0.37 -0.08
-0.06 0.36 -0.08
-0.17 -0.27 0.14
0.32 -0.20 0.08
0.05 -0.46 0.19
0.04 -0.15 -0.26
0.07 -0.34 0.15
-0.20 0.03 0.41
0.34 -0.18 -0.36
0.19 -0.22 0.31
-0.06 0.38 -0.42
0.19 0.53 0.35
0.11 -0.06 0.01
-0.04 0.44 -0.09
-0.46 -0.44 -0.34
-0.21 -0.02 0.43
0.29 -0.24 -0.61
-0.22 0.08 0.36
0.20 0.12 -0.13
0.10 0.04 0.11
0.05 0.01 0.02
0.00 0.04 0.11
0.10 -0.05 0.05
0.01 0.07 0.06
0.07 0.21 0.11
0.03 -0.04 -0.02
-0.26 -0.16 -0.13
0.30 -0.69 -0.04
0.21 0.28 0.32
0.08 -0.50 -0.35
-0.11 0.09 -0.05
-0.15 0.07 -0.07
0.00 0.22 0.15
-0.01 0.06 -0.02
0.00 0.08 0.03
0.12 0.09 -0.01
-0.05 0.07 0.07
-0.12 0.18 -0.02
0.06 -0.10 -0.11

Output
HOMO-LUMO gap (eV): 2.8
LUMO energy (eV): 1.8
Spin multiplicity: 1
Net charge: -1

---

2.
A structure of composition C13H25BF2IrN6O2PS2 in a non-equilibrium geometry. Source: the Open Molecules 2025 dataset; level of theory: wB97M-V/def2-TZVPD.

Cartesian coordinates (Å):
Ir (0.82051, 0.58097, 0.14291)
S (2.83940, 0.07588, 1.57214)
C (3.38646, 1.65266, 1.12138)
S (2.23454, 2.46676, 0.14760)
C (4.59188, 2.16290, 1.48564)
C (4.99370, 3.45882, 1.04164)
N (5.31673, 4.50294, 0.68444)
C (5.49682, 1.38881, 2.27468)
N (6.22815, 0.76547, 2.90631)
C (-0.68671, -4.36660, -1.59159)
C (-0.40527, -3.90104, -0.15670)
C (0.93683, -4.45648, 0.34758)
C (-1.54644, -4.30715, 0.78608)
C (-0.29662, -2.43486, -0.15283)
N (-0.21452, -1.29162, -0.14941)
H (-0.75269, -5.45399, -1.59927)
H (0.11048, -4.06375, -2.27042)
H (-1.62937, -3.96108, -1.95869)
H (0.87629, -5.54375, 0.37856)
H (1.16002, -4.09161, 1.35003)
H (1.75469, -4.17558, -0.31653)
H (-1.61726, -5.39423, 0.79832)
H (-2.49999, -3.90265, 0.44656)
H (-1.35907, -3.95962, 1.80181)
C (-3.04596, 0.96839, -0.59433)
P (-2.30603, 1.87356, 0.76678)
C (-2.66291, 0.95861, 2.26528)
C (-3.12193, 3.45969, 0.89541)
O (-0.81083, 2.07779, 0.55284)
H (-4.07080, 0.67441, -0.36893)
H (-2.43637, 0.08391, -0.78186)
H (-3.03506, 1.59067, -1.48972)
H (-3.73845, 0.88626, 2.42638)
H (-2.19740, 1.46280, 3.11249)
H (-2.24558, -0.04664, 2.18314)
H (-4.19898, 3.32829, 1.00159)
H (-2.91581, 4.05161, 0.00392)
H (-2.73493, 3.98722, 1.76733)
F (0.51590, 1.25266, 3.06478)
B (0.52034, 0.26760, 2.18403)
F (0.20280, -0.94899, 2.62937)
N (2.34000, -0.39672, -1.32110)
H (2.80039, -1.22163, -0.95501)
H (3.04802, 0.27933, -1.59322)
H (1.80130, -0.64260, -2.14603)
N (-0.26667, 2.15371, -3.93372)
C (-0.11343, 2.12202, -2.59424)
N (-0.11877, 3.28931, -1.93196)
O (0.02698, 1.01845, -2.01789)
H (-0.34442, 3.01025, -4.45165)
H (-0.20656, 1.28831, -4.43863)
H (-0.24265, 4.16796, -2.40217)
H (-0.18075, 3.25260, -0.92311)

Forces on the atoms, in the same order (eV/Å):
0.97 0.12 0.54
-1.13 -0.48 -0.35
0.43 0.47 0.25
-0.77 -0.39 0.02
0.03 -0.18 -0.04
0.06 0.00 0.06
-0.08 0.00 -0.06
0.05 0.11 0.04
-0.06 -0.08 -0.01
-0.02 0.07 -0.01
0.03 -0.11 0.01
0.01 0.08 0.02
-0.01 0.09 0.02
-0.27 0.03 -0.11
0.48 0.30 0.38
0.01 0.00 0.01
0.01 -0.02 0.00
-0.01 -0.02 0.00
-0.01 0.00 -0.01
0.00 -0.03 0.01
0.00 -0.03 -0.01
0.00 0.00 0.00
-0.01 -0.02 0.00
0.00 -0.02 0.01
0.06 0.05 0.00
-0.12 -0.13 -0.01
0.11 0.01 -0.04
0.06 0.01 0.04
-0.03 -0.14 -0.11
0.00 0.02 0.01
-0.04 -0.02 -0.01
-0.01 -0.02 -0.01
0.00 0.00 -0.01
-0.02 0.00 0.01
-0.04 -0.02 0.02
0.00 0.00 0.00
-0.02 -0.01 -0.01
-0.01 0.01 0.00
-0.46 0.17 -0.02
1.25 0.21 -0.16
-0.25 -0.06 -0.03
-0.28 -0.10 -0.39
0.04 0.04 0.04
0.02 0.01 0.08
0.09 0.00 -0.06
-0.01 0.01 -0.01
0.06 -0.02 -0.07
-0.13 0.02 0.02
-0.09 0.06 -0.01
0.01 0.00 0.01
0.02 0.00 0.00
0.05 0.00 -0.02
0.01 -0.01 0.00

Output
HOMO-LUMO gap (spin up / spin down) (eV): 7.2 / 7.2
LUMO energy (spin up / spin down) (eV): -3.5 / -3.4
Energy above the lowest of the compared OMol25 structures with the same formula, charge and spin (kcal/mol): 26.3
Spin multiplicity: 2
Net charge: +1

---

3.
The ion C13H25BrFN4O2 with charge -1 in a non-equilibrium geometry. Source: the Open Molecules 2025 dataset; level of theory: wB97M-V/def2-TZVPD.

Cartesian coordinates (Å):
C (1.55194, -3.94628, -0.18304)
C (0.82902, -2.76394, -0.51605)
C (0.35327, -1.78363, 0.59313)
N (-0.29174, -0.57393, 0.13604)
C (-1.63835, -0.62010, -0.29617)
F (-1.90906, 0.00367, -1.56581)
C (-2.32145, -2.02139, -0.44665)
C (-2.12895, -2.66291, -1.88309)
C (0.40578, 0.68165, 0.29244)
C (-0.35906, 2.02472, 0.01852)
C (-1.58124, 2.42964, 0.89295)
N (-1.42142, 3.87815, 1.23798)
N (-2.87199, 2.37255, 0.12058)
N (-1.82373, 1.74482, 2.14697)
C (1.10092, 0.92902, 1.69801)
O (1.93377, 1.84229, 1.80510)
O (0.78229, 0.24437, 2.71174)
C (1.63288, 0.74410, -0.74532)
Br (1.12056, 0.08626, -2.56942)
C (2.93769, 0.00331, -0.33996)
C (4.14451, 1.02165, -0.39702)
H (2.65298, -3.90318, -0.09235)
H (1.02800, -4.92067, -0.07348)
H (0.59405, -2.62002, -1.58787)
H (-0.30093, -2.31506, 1.31949)
H (1.28762, -1.62273, 1.19019)
H (-2.31050, -0.07735, 0.41038)
H (-3.41521, -1.80412, -0.40467)
H (-2.13242, -2.72889, 0.37853)
H (-1.29965, -2.20267, -2.44501)
H (-3.06431, -2.50822, -2.46980)
H (-2.02642, -3.77011, -1.80685)
H (0.40226, 2.82886, 0.13440)
H (-0.59941, 2.04202, -1.07458)
H (-1.13353, 4.32224, 0.36058)
H (-2.36395, 4.24547, 1.38770)
H (-2.70141, 2.25469, -0.87363)
H (-3.47894, 1.65420, 0.50021)
H (-1.49706, 0.78256, 2.17761)
H (-1.45034, 2.26513, 2.93322)
H (1.89535, 1.80516, -0.92696)
H (3.18151, -0.75186, -1.12300)
H (2.97713, -0.52094, 0.62855)
H (4.97704, 0.73184, 0.27354)
H (3.82823, 2.04139, -0.08051)
H (4.50430, 1.13825, -1.44660)

Forces on the atoms, in the same order (eV/Å):
-0.06 0.66 0.01
-0.15 -0.84 0.54
2.29 -0.12 -0.99
-0.36 0.13 -0.05
-1.58 -0.74 0.98
0.56 -0.09 0.56
-0.50 0.16 -1.02
-0.60 -0.27 0.39
1.52 1.28 -0.59
0.15 -0.17 -0.72
-1.36 1.11 -0.09
0.36 -0.22 -0.50
0.48 -0.15 0.02
-0.20 -0.11 -0.11
0.23 -0.48 2.80
0.25 0.69 -1.79
-0.94 -0.78 -1.39
0.16 0.03 0.72
-0.01 0.31 0.28
1.54 0.37 -0.95
-0.35 0.40 -0.07
-0.76 0.17 2.07
0.78 0.21 -2.07
-1.84 -0.54 0.92
0.46 -0.02 -0.77
-0.90 0.48 -0.02
0.59 0.07 -0.67
0.78 -0.03 0.27
0.24 0.44 -0.40
-0.37 -0.40 0.34
0.70 0.07 0.32
0.29 0.78 -0.07
-0.35 -0.81 0.30
-0.26 -0.01 0.81
0.02 0.02 0.40
0.23 -0.33 0.03
-0.21 -0.33 0.24
0.20 0.05 -0.26
0.34 0.34 0.10
0.29 -0.23 -0.32
-0.29 -0.77 0.11
-0.37 0.27 0.70
-0.59 0.51 -0.28
-0.38 -0.01 -0.51
0.06 -0.80 0.07
-0.09 -0.27 0.68

Output
HOMO-LUMO gap (eV): 6.7
LUMO energy (eV): 2.2
SMILES: C=CCN([C@@H](F)CC)[C@@](CC(N)(N)N)(C(=O)[O-])[C@H](Br)CC
Spin multiplicity: 1
Net charge: -1

---

4.
A structure of composition C13H25Cl2INOP2Yb in a non-equilibrium geometry. Source: the Open Molecules 2025 dataset; level of theory: wB97M-V/def2-TZVPD.

Cartesian coordinates (Å):
C (-1.37569, 0.17345, -5.68244)
C (-1.14771, 0.07130, -4.18615)
H (-2.40682, -0.22620, -5.88515)
H (-0.60203, -0.37767, -6.28152)
H (-1.26287, 1.22156, -6.06966)
O (-1.90717, -0.35513, -3.30206)
I (0.86500, 0.83771, -3.74132)
Yb (-0.31109, 0.01164, -1.05008)
P (-1.10914, 2.59439, -0.06011)
C (-2.36358, 3.07888, 1.18316)
C (0.30809, 3.60704, 0.51450)
H (0.08104, 4.67651, 0.38997)
H (-1.64671, 4.63661, -1.26127)
H (1.20298, 3.33982, -0.06248)
H (-0.99805, 3.37740, -2.34391)
H (-2.06936, 2.68026, 2.16684)
H (0.50889, 3.37441, 1.56694)
C (-1.66257, 3.56778, -1.49353)
H (-2.48326, 4.17306, 1.23916)
H (-2.68057, 3.27093, -1.76970)
H (-3.32644, 2.62536, 0.90150)
P (0.99779, -2.53292, -0.72856)
C (0.54968, -4.00525, 0.26460)
C (1.15805, -3.27729, -2.38054)
H (3.16236, -1.43210, -0.67703)
H (3.33523, -3.22668, -0.62851)
H (2.83454, -2.29360, 0.83562)
C (2.76194, -2.36393, -0.25631)
H (1.42580, -2.50195, -3.10695)
H (1.93267, -4.04950, -2.38075)
H (1.23126, -4.85045, 0.07443)
H (-0.47666, -4.30443, 0.00104)
H (0.20170, -3.72178, -2.67778)
H (0.56754, -3.73817, 1.33309)
Cl (2.09560, 1.00412, -1.09127)
Cl (-1.15266, -1.15257, 4.82742)
C (-0.03154, -0.51762, 3.70164)
C (1.21127, -0.03643, 4.10617)
C (2.06817, 0.46118, 3.12988)
C (1.59944, 0.43574, 1.81710)
N (0.41260, -0.01636, 1.39166)
C (-0.39912, -0.49644, 2.35268)
H (1.46924, -0.06350, 5.14885)
H (3.06909, 0.86506, 3.31850)
H (2.21843, 0.81083, 0.99586)
H (-1.36206, -0.86793, 2.01105)

Forces on the atoms, in the same order (eV/Å):
-1.13 -0.43 -0.29
-1.02 -0.38 -0.35
1.00 0.43 -0.11
-0.62 0.13 0.89
-0.27 -0.72 0.77
2.79 1.32 -1.36
-1.38 -0.55 -0.25
1.83 0.66 0.76
-0.16 1.30 0.24
-0.33 -0.74 0.13
0.44 -0.49 -0.12
-0.01 -0.40 0.12
-0.03 -0.16 -0.02
-0.21 0.25 0.16
-0.12 0.16 0.05
-0.16 0.22 -0.27
-0.04 0.14 -0.17
-0.09 -0.23 -0.44
0.21 -0.42 -0.11
0.14 0.10 -0.02
0.21 0.23 0.21
0.76 -1.09 -0.08
-0.73 0.24 0.24
-0.25 0.18 -0.38
0.04 -0.37 0.08
-0.28 0.25 0.20
0.05 -0.09 -0.21
-0.02 0.68 0.03
0.03 -0.20 0.00
-0.14 0.09 0.01
-0.16 0.47 0.01
0.33 -0.05 0.17
0.16 0.04 -0.03
0.01 -0.21 -0.33
-0.33 -0.13 0.17
-0.05 -0.04 0.17
-0.33 -0.06 -0.72
0.11 0.10 -0.38
-0.68 -0.25 -0.34
1.13 0.61 -0.81
-0.30 -0.20 0.65
0.11 0.04 0.09
0.12 0.01 0.26
-0.54 -0.24 0.10
-0.08 -0.15 0.91
-0.02 -0.06 0.39

Output
HOMO-LUMO gap (spin up / spin down) (eV): 8.4 / 6.9
LUMO energy (spin up / spin down) (eV): -6.7 / -8.3
Energy above the lowest of the compared OMol25 structures with the same formula, charge and spin (kcal/mol): 12.1
Spin multiplicity: 2
Net charge: +2

---

5.
A structure of composition C13H25Cl3MoO2Si in a non-equilibrium geometry. Source: the Open Molecules 2025 dataset; level of theory: wB97M-V/def2-TZVPD.

Cartesian coordinates (Å):
C (1.87606, -1.45913, 0.75437)
C (2.02493, -1.53081, -0.69311)
C (0.90386, -2.23729, -1.23152)
C (3.18359, -1.09376, -1.46553)
C (0.02652, -2.59492, -0.15335)
C (0.61429, -2.13776, 1.08913)
C (0.12600, -2.41081, 2.43497)
C (2.84374, -0.92753, 1.70433)
C (0.71258, -2.58853, -2.63920)
C (-1.15743, -3.43727, -0.29075)
Mo (0.19023, -0.12811, -0.10835)
Cl (2.58557, 2.32094, -3.85329)
Cl (1.73000, 1.51152, -0.49964)
Cl (-0.73228, 0.24720, -2.18684)
H (3.80015, -0.37761, -0.90523)
H (2.88263, -0.58580, -2.39866)
H (3.80363, -1.95220, -1.73009)
H (1.09057, -1.80175, -3.30914)
H (-0.34999, -2.73837, -2.88091)
H (1.24386, -3.51635, -2.87933)
H (-1.76878, -3.13941, -1.15806)
H (-1.80186, -3.37958, 0.59709)
H (-0.86915, -4.48735, -0.43304)
H (-0.97343, -2.42645, 2.46154)
H (0.46491, -1.65248, 3.15087)
H (0.48492, -3.38715, 2.78407)
H (3.34457, -0.03623, 1.30050)
H (3.60719, -1.67794, 1.93424)
H (2.36351, -0.62619, 2.64350)
O (0.01281, 0.80907, 1.72575)
H (-0.85804, 0.65835, 2.07391)
C (-0.97925, 4.26536, 1.13755)
Si (-1.93265, 2.89140, 0.26122)
C (-3.51596, 2.55678, 1.24227)
C (-2.43330, 3.52425, -1.45110)
O (-1.12407, 1.56898, 0.09999)
H (-1.59199, 5.17968, 1.21892)
H (-0.07459, 4.48116, 0.56151)
H (-0.70790, 3.91624, 2.13804)
H (-4.12977, 3.47218, 1.32522)
H (-4.09257, 1.78050, 0.72925)
H (-3.24115, 2.21513, 2.24561)
H (-1.52523, 3.74356, -2.01976)
H (-3.01135, 2.74755, -1.95910)
H (-3.04540, 4.44095, -1.36783)

Forces on the atoms, in the same order (eV/Å):
-2.07 -1.47 -1.54
-1.22 -0.98 1.41
0.26 0.78 1.87
0.76 0.89 -0.76
1.43 1.12 0.82
1.30 0.55 -2.44
-0.60 -0.06 1.09
0.77 0.76 0.75
-0.30 0.05 -1.17
-1.25 -0.46 -0.17
-1.12 2.93 1.81
0.26 -0.01 -0.36
0.83 0.78 -0.02
-0.23 -0.81 -1.33
-0.23 -0.20 -0.22
0.16 -0.03 0.34
0.11 -0.16 -0.03
-0.15 -0.20 0.24
0.31 0.10 0.07
0.04 -0.05 0.03
0.17 -0.10 0.25
0.13 -0.06 -0.20
-0.11 -0.01 0.01
0.25 -0.01 0.09
-0.12 -0.06 -0.21
-0.04 0.00 0.04
-0.16 -0.21 0.09
0.08 -0.02 0.05
0.03 -0.01 -0.23
2.92 -2.62 1.76
-0.62 -0.02 -0.09
-0.38 0.09 -0.03
0.08 0.08 -0.77
-0.16 0.49 0.02
-0.31 0.51 0.48
-1.16 -1.03 -1.64
0.21 -0.15 0.03
-0.02 -0.02 0.15
0.12 0.11 -0.05
0.07 -0.32 0.07
0.01 0.04 0.12
-0.15 -0.03 -0.01
-0.11 -0.09 -0.06
0.10 0.07 -0.07
0.12 -0.17 -0.20

Output
HOMO-LUMO gap (spin up / spin down) (eV): 5.6 / 5.7
LUMO energy (spin up / spin down) (eV): 4.8 / 4.8
Spin multiplicity: 3
Net charge: -2

---

Number 1: total energy -1091.1210 hartree. Number 2: total energy -2456.0389 hartree. Number 3: total energy -3553.6223 hartree. Number 4: total energy -3699.3548 hartree. Number 5: total energy -2399.2545 hartree.